one.
The following is a DFT calculation (the ωB97M-V functional and the def2-TZVPD basis) of a cluster of 2 separate species, C6H7N in total.

Frontier orbital gap in eV: 8.391
E_HOMO in eV: -9.52
Lowest unoccupied orbital energy in eV: -1.13

Geometry as ORCA input:
```
! wB97M-V def2-TZVPD RIJCOSX def2/J DEFGRID3
* xyz 0 1
C 1.9290 0.2260 0.0246
C 3.1276 0.3949 0.1284
C -0.9173 1.0622 -0.0134
C -1.0117 0.3096 1.2675
C -0.3687 -0.2349 0.0384
C -0.5260 -1.5954 -0.4944
N -1.1588 2.0667 -0.7132
H 3.9954 0.9247 -0.1300
H -0.6290 0.9593 2.1578
H -1.8755 -0.2468 1.5589
H 0.4053 -1.8044 -1.2453
H -1.4222 -1.6934 -1.1965
H -0.6918 -2.3632 0.2560
H -0.8563 1.9948 -1.6388
*
```

Löwdin atomic charge list, values in e, 2 entries: -0.02, -0.09

two.
The following is a DFT calculation (the ωB97M-V functional and the def2-TZVPD basis) of the molecule C6H7N.

Frontier orbital gap in eV: 9.785
E_HOMO in eV: -8.89
Lowest unoccupied orbital energy in eV: 0.90

Geometry as ORCA input:
```
! wB97M-V def2-TZVPD RIJCOSX def2/J DEFGRID3
* xyz 0 1
C 0.2214 -0.1437 1.3696
C 0.0217 -1.5948 -0.9193
C 0.0959 -2.8903 -0.9577
C -0.2768 3.0869 -0.3599
N -0.2300 -0.3994 -1.0990
C -0.1327 0.5102 -0.0740
C -0.2452 1.7953 -0.2388
H -0.6403 -0.6947 1.7385
H 0.4178 0.6880 2.0370
H 1.1108 -0.7727 1.3471
H -0.7973 -3.4887 -0.9571
H 1.0352 -3.4077 -1.0463
H 0.6285 3.6735 -0.4758
H -1.2090 3.6380 -0.3642
*
```

Löwdin atomic charge list, values in e, 2 entries: -0.02, -0.19

Which structure is the most stable? The one labeled two.

one.
The following is a DFT calculation (the ωB97M-V functional and the def2-TZVPD basis) of a cluster of 2 separate species, C2H10NS in total.

Frontier orbital gap in eV: 9.431
E_HOMO in eV: -13.34
Lowest unoccupied orbital energy in eV: -3.91

Geometry as ORCA input:
```
! wB97M-V def2-TZVPD RIJCOSX def2/J DEFGRID3
* xyz 1 1
N 2.0204 -1.2521 2.1085
H 2.5100 -1.9535 1.6581
H 1.6705 -1.5272 2.9350
H 2.6333 -0.4260 2.2381
H 0.9114 -0.0618 -1.1394
C -1.3714 0.2496 -2.1785
S -0.0412 1.0013 -1.2444
C -0.6975 0.9992 0.4110
H -2.3344 0.7773 -2.0613
H -1.3804 -0.7228 -1.7138
H -1.3412 0.0488 -3.3149
H 0.0479 1.4956 1.0201
H -1.6754 1.5023 0.6143
H -0.9519 -0.1306 0.6671
*
```

Löwdin atomic charge list, values in e, 2 entries: 0.05, -0.02

two.
The following is a DFT calculation (the ωB97M-V functional and the def2-TZVPD basis) of a cluster of 2 separate species, C2H10NS in total.

Frontier orbital gap in eV: 8.270
E_HOMO in eV: -12.37
Lowest unoccupied orbital energy in eV: -4.10

Geometry as ORCA input:
```
! wB97M-V def2-TZVPD RIJCOSX def2/J DEFGRID3
* xyz 1 1
N 2.2279 1.6867 0.7755
H 1.2225 1.4597 0.5470
H 2.7484 0.8908 1.0727
H 2.2682 2.4597 1.4944
H 2.5360 2.0661 -0.0783
C -1.3775 0.6917 -0.7058
S -0.3748 -0.4528 0.3763
C -0.5966 -1.9604 -0.8400
H -2.3933 0.9747 -0.2999
H -0.7108 1.5323 -0.7867
H -1.6496 0.1953 -1.6086
H -1.2308 -1.5851 -1.6378
H -1.0257 -2.7650 -0.1272
H 0.4813 -2.1784 -0.7502
*
```

Löwdin atomic charge list, values in e, 2 entries: 0.31, 0.07

Which structure is the most stable? The one labeled two.

one.
The following is a DFT calculation (the ωB97M-V functional and the def2-TZVPD basis) of a cluster of 2 separate species, C2H10NS in total.

Frontier orbital gap in eV: 9.858
E_HOMO in eV: -13.47
Lowest unoccupied orbital energy in eV: -3.62

Geometry as ORCA input:
```
! wB97M-V def2-TZVPD RIJCOSX def2/J DEFGRID3
* xyz 1 1
N 0.3544 -1.1910 -2.0325
H 0.0074 -0.4894 -2.7011
H -0.1413 -2.0716 -2.1037
H 1.3015 -1.3027 -2.4210
H 0.1994 -0.8224 -0.9517
C -1.5682 0.5558 0.9858
S -0.1197 -0.4587 0.8540
C 1.1935 0.6715 1.2177
H -1.5128 1.2128 1.8551
H -2.4185 -0.1049 1.1468
H -1.7759 1.2291 0.1514
H 2.1533 0.2122 0.9898
H 1.0808 1.6397 0.7278
H 1.2462 0.9196 2.2815
*
```

Löwdin atomic charge list, values in e, 2 entries: 0.19, 0.14

two.
The following is a DFT calculation (the ωB97M-V functional and the def2-TZVPD basis) of a cluster of 2 separate species, C2H10NS in total.

Frontier orbital gap in eV: 8.848
E_HOMO in eV: -12.78
Lowest unoccupied orbital energy in eV: -3.93

Geometry as ORCA input:
```
! wB97M-V def2-TZVPD RIJCOSX def2/J DEFGRID3
* xyz 1 1
N -0.5608 0.2497 -2.6193
H -0.2741 -0.2493 -3.4661
H -1.5017 -0.1037 -2.4210
H -0.7574 1.1933 -2.9392
H -0.0169 0.0716 -1.7348
C 0.3407 -1.5501 0.5803
S 0.2948 0.2869 0.3223
C -0.1475 0.8134 1.9700
H -0.5038 -2.0677 0.1389
H 1.2830 -1.9010 0.1639
H 0.3496 -1.7216 1.6571
H 0.7100 0.6617 2.6099
H -0.9236 0.1896 2.4198
H -0.4916 1.8451 1.9629
*
```

Löwdin atomic charge list, values in e, 2 entries: 0.27, 0.16

Which structure is the most stable? The one labeled one.

one.
The following is a DFT calculation (the ωB97M-V functional and the def2-TZVPD basis) of a cluster of 2 separate species, C2H10NS in total.

Frontier orbital gap in eV: 8.804
E_HOMO in eV: -12.94
Lowest unoccupied orbital energy in eV: -4.14

Geometry as ORCA input:
```
! wB97M-V def2-TZVPD RIJCOSX def2/J DEFGRID3
* xyz 1 1
N 0.4860 1.9174 -2.1718
H -0.0471 2.8551 -2.2230
H 1.1028 1.7972 -3.0322
H 1.0772 2.0373 -1.4063
H -0.0487 0.9872 -2.0559
C 0.2297 0.3115 2.0742
C -0.5587 -0.8625 1.4335
S -0.2350 -0.9366 -0.4003
H 1.2223 -0.1170 2.2408
H -0.1921 0.6592 3.0122
H 0.4700 1.1803 1.4897
H -0.3522 -1.9551 1.8324
H -1.6664 -0.7092 1.3555
H 0.7669 -1.8644 -0.6521
*
```

Löwdin atomic charge list, values in e, 2 entries: 0.27, 0.20

two.
The following is a DFT calculation (the ωB97M-V functional and the def2-TZVPD basis) of a cluster of 2 separate species, C2H10NS in total.

Frontier orbital gap in eV: 9.912
E_HOMO in eV: -13.57
Lowest unoccupied orbital energy in eV: -3.66

Geometry as ORCA input:
```
! wB97M-V def2-TZVPD RIJCOSX def2/J DEFGRID3
* xyz 1 1
N 2.0436 0.6160 -0.6732
H 1.8583 0.5777 -1.6704
H 2.2906 1.5587 -0.3818
H 2.8340 0.0045 -0.4515
H 1.1684 0.2760 -0.0341
C -0.6914 -1.6301 -0.0549
S -0.2331 -0.2770 1.0881
C -1.5217 0.9524 0.7721
H -1.7586 -1.7804 0.0710
H -0.4729 -1.3886 -1.0959
H -0.1624 -2.5038 0.2985
H -1.3188 1.5757 -0.1063
H -1.5868 1.5770 1.6520
H -2.4492 0.4419 0.5864
*
```

Löwdin atomic charge list, values in e, 2 entries: 0.22, 0.13

Which structure is the most stable? The one labeled two.

one.
The following is a DFT calculation (the ωB97M-V functional and the def2-TZVPD basis) of a structure of composition C11H16AsF6NiO4Sb.

Frontier orbital gap (alpha / beta) in eV: 6.430 / 6.109
E_HOMO (alpha / beta) in eV: -12.53 / -12.75
<S²>: 3.773
Lowest unoccupied orbital energy (alpha / beta) in eV: -6.10 / -6.64

Geometry as ORCA input:
```
! wB97M-V def2-TZVPD RIJCOSX def2/J DEFGRID3
* xyz 1 4
Ni -1.2498 -0.1264 2.5321
O -2.6673 0.6472 2.0603
O -1.7337 1.2863 1.4772
F 0.5322 -0.6730 2.6419
Sb 0.9111 -0.0014 4.7132
F -0.1504 1.3939 3.7346
F 2.4293 0.6546 3.8188
F 1.4806 0.6383 6.3522
F 1.4738 -1.7658 4.8748
F -0.8141 -0.3355 5.3825
C 2.2199 -0.8425 -1.3790
As 0.6425 -0.3007 -0.3466
C 1.2412 1.4590 0.2338
C -0.8569 -0.0792 -1.6811
C -0.3221 0.7665 -2.7627
C -0.3497 2.1640 -2.6466
C 0.0926 2.9625 -3.6820
C 0.5659 2.3810 -4.8546
C 0.5947 0.9957 -4.9828
C 0.1804 0.1934 -3.9378
H 2.5141 -0.0281 -2.0385
H 2.0196 -1.7423 -1.9558
H 3.0233 -1.0495 -0.6733
H 1.6314 2.0041 -0.6241
H 2.0390 1.3175 0.9632
H 0.4398 2.0200 0.7032
H -1.6700 0.3769 -1.1221
H -1.1275 -1.0862 -1.9875
H -0.7518 2.6088 -1.7432
H 0.0648 4.0394 -3.5852
H 0.9152 3.0066 -5.6644
H 0.9411 0.5473 -5.9040
H 0.1981 -0.8855 -4.0387
C -2.2241 -3.8752 2.2914
C -1.8405 -2.4424 2.3016
O -1.7690 -1.7799 3.3830
O -1.5947 -1.7918 1.2398
H -1.7469 -4.3941 3.1201
H -1.9792 -4.3299 1.3368
H -3.3029 -3.9337 2.4496
*
```

Löwdin atomic charge list, values in e, 2 entries: 0.67, 0.01

two.
The following is a DFT calculation (the ωB97M-V functional and the def2-TZVPD basis) of a structure of composition C11H16AsF6NiO4Sb.

Frontier orbital gap (alpha / beta) in eV: 5.535 / 6.476
E_HOMO (alpha / beta) in eV: -12.34 / -12.65
<S²>: 3.765
Lowest unoccupied orbital energy (alpha / beta) in eV: -6.80 / -6.18

Geometry as ORCA input:
```
! wB97M-V def2-TZVPD RIJCOSX def2/J DEFGRID3
* xyz 1 4
Ni -1.4346 -0.4889 0.2669
O -1.4847 -0.3978 2.1874
O -0.3619 -0.8261 2.3538
F -1.0660 -0.9105 -1.6927
Sb -0.7124 -2.8380 -1.4431
F 0.5859 -2.7484 -2.7734
F -2.1335 -3.2745 -2.5371
F -0.3379 -4.5506 -0.8621
F -1.9320 -2.4598 0.0461
F 0.5349 -2.0601 -0.1766
C 2.8513 -0.3356 -2.2284
As 1.9997 0.4325 -0.6851
C 2.9504 -0.1995 0.8659
C 2.0478 2.3902 -0.7743
C 3.4592 2.7709 -0.4611
C 3.8276 3.0600 0.8540
C 5.1401 3.3770 1.1578
C 6.0996 3.4007 0.1526
C 5.7410 3.1179 -1.1589
C 4.4277 2.8002 -1.4656
H 3.9091 -0.0716 -2.2054
H 2.3811 0.0463 -3.1315
H 2.7292 -1.4156 -2.1827
H 4.0054 0.0494 0.7525
H 2.8160 -1.2779 0.9122
H 2.5550 0.2702 1.7634
H 1.3170 2.7579 -0.0586
H 1.7296 2.6518 -1.7822
H 3.0768 3.0560 1.6361
H 5.4155 3.6147 2.1765
H 7.1246 3.6506 0.3907
H 6.4841 3.1542 -1.9439
H 4.1469 2.5968 -2.4929
C -2.8525 2.9600 -0.4505
C -2.2715 1.6345 -0.1093
O -3.0021 0.5978 -0.0369
O -1.0232 1.4673 0.1071
H -3.7667 3.1143 0.1190
H -3.1216 2.9527 -1.5077
H -2.1380 3.7550 -0.2606
*
```

Löwdin atomic charge list, values in e, 2 entries: 0.67, -0.01

Which structure is the most stable? The one labeled two.

one.
The following is a DFT calculation (the ωB97M-V functional and the def2-TZVPD basis) of a cluster of 3 separate species, C3H10O3 in total.

SMILES: C=CCO.O.O
Frontier orbital gap in eV: 10.234
E_HOMO in eV: -9.77
Lowest unoccupied orbital energy in eV: 0.46

Geometry as ORCA input:
```
! wB97M-V def2-TZVPD RIJCOSX def2/J DEFGRID3
* xyz 0 1
C 0.4392 0.0783 1.2823
O 0.1345 1.4536 0.9564
C 0.8805 -0.7731 0.0939
C 1.3512 -1.9887 0.4376
H -0.7208 -0.0497 1.3709
H 1.0982 -0.0809 2.1743
H 0.9026 1.9258 0.5218
H 0.6313 -0.3594 -0.8679
H 1.3036 -2.9470 -0.0382
H 1.6733 -2.1899 1.4887
H -1.4751 -0.1727 -0.4320
H -2.6149 0.0414 -1.3099
O -2.0843 -0.7233 -0.9388
H -0.4998 1.8942 -0.8539
H -0.1624 1.9850 -2.3063
O -0.8570 1.9064 -1.5789
*
```

Löwdin atomic charge list, values in e, 2 entries: -0.24, -0.14

two.
The following is a DFT calculation (the ωB97M-V functional and the def2-TZVPD basis) of a cluster of 3 separate species, C3H10O3 in total.

SMILES: C=CCO.O.O
Frontier orbital gap in eV: 10.551
E_HOMO in eV: -10.05
Lowest unoccupied orbital energy in eV: 0.50

Geometry as ORCA input:
```
! wB97M-V def2-TZVPD RIJCOSX def2/J DEFGRID3
* xyz 0 1
C 0.0232 2.2060 -0.0602
O -1.1927 1.5464 -0.3983
C 0.8295 1.3380 0.8529
C 1.3700 1.7247 1.9963
H -0.1313 3.1632 0.4444
H 0.5622 2.3420 -1.0027
H -1.9650 2.0109 -0.0718
H 1.0009 0.3433 0.4706
H 2.0233 1.0858 2.5564
H 1.2500 2.7282 2.3755
H -1.2762 -1.7626 -0.6815
H -1.5744 -2.9526 0.2070
O -1.7869 -2.0197 0.0919
H 0.7820 -2.7280 -2.0446
H 1.9609 -3.6783 -1.6216
O 1.0421 -3.6480 -1.8944
*
```

Löwdin atomic charge list, values in e, 2 entries: -0.27, -0.07

three.
The following is a DFT calculation (the ωB97M-V functional and the def2-TZVPD basis) of a cluster of 3 separate species, C3H10O3 in total.

SMILES: CCC=O.O.O
Frontier orbital gap in eV: 9.913
E_HOMO in eV: -9.53
Lowest unoccupied orbital energy in eV: 0.38

Geometry as ORCA input:
```
! wB97M-V def2-TZVPD RIJCOSX def2/J DEFGRID3
* xyz 0 1
O 3.2025 -0.5672 0.6631
C 2.3594 -0.1699 -0.0990
C 0.9664 0.1810 0.3602
C 0.3199 1.3903 -0.3042
H 2.4645 -0.2053 -1.1955
H 0.9743 0.3196 1.4660
H 0.4895 -0.7966 0.3683
H 1.0648 2.1811 -0.4431
H -0.3970 1.7852 0.4232
H -0.2982 1.1762 -1.1599
H -1.2273 -0.4522 -0.6125
H -1.8451 -1.1156 -1.8941
O -1.4855 -0.3105 -1.5403
H -1.7889 -1.3968 1.9818
H -2.8514 -0.9118 0.8974
O -1.9478 -1.1078 1.0885
*
```

Löwdin atomic charge list, values in e, 2 entries: 0.04, -0.28

four.
The following is a DFT calculation (the ωB97M-V functional and the def2-TZVPD basis) of a cluster of 2 separate species, C3H10O3 in total.

SMILES: OCCCO.O
Frontier orbital gap in eV: 10.277
E_HOMO in eV: -9.69
Lowest unoccupied orbital energy in eV: 0.59

Geometry as ORCA input:
```
! wB97M-V def2-TZVPD RIJCOSX def2/J DEFGRID3
* xyz 0 1
C 1.0270 0.0403 1.0525
O 1.4404 0.6842 2.2912
C -0.1556 0.7767 0.4145
C -0.0614 0.4876 -1.1581
O 1.0373 0.7349 -2.0030
H 2.0127 -0.1703 0.5799
H 0.8058 -0.9777 1.5533
H 0.7901 1.3220 2.5037
H -1.2417 0.4040 0.7457
H -0.2055 1.8290 0.8271
H -0.0022 -0.6524 -1.1171
H -0.9295 0.8159 -1.7621
H 1.0806 1.6569 -2.1723
H -2.1482 -2.6813 0.0242
H -1.3906 -2.3647 -1.1941
O -2.0592 -1.9051 -0.5854
*
```

Löwdin atomic charge list, values in e, 2 entries: -0.26, -0.11

Which structure is the most stable? The one labeled three.

one.
The following is a DFT calculation (the ωB97M-V functional and the def2-TZVPD basis) of a cluster of 2 separate species, CH3Cl2NO2S in total.

Frontier orbital gap (alpha / beta) in eV: 8.399 / 8.864
E_HOMO (alpha / beta) in eV: -9.73 / -10.46
Lowest unoccupied orbital energy (alpha / beta) in eV: -1.33 / -1.59

Geometry as ORCA input:
```
! wB97M-V def2-TZVPD RIJCOSX def2/J DEFGRID3
* xyz 0 1
C 1.0190 -0.8213 0.3757
N -1.4128 0.1042 -0.4131
O 0.2947 1.8120 0.5933
O 0.7659 0.9309 -1.6243
S 0.2129 0.7031 -0.3379
Cl 2.4082 -0.2881 1.1463
Cl 1.1186 -2.0614 -0.6987
H -0.6689 -1.2777 1.4389
H -1.8547 0.0566 0.4227
H -1.8829 0.8416 -0.9029
*
```

Löwdin atomic charge list, values in e, 2 entries: -1.40, -0.08

two.
The following is a DFT calculation (the ωB97M-V functional and the def2-TZVPD basis) of the molecule CH3Cl2NO2S.

SMILES: NS(=O)(=O)C(Cl)Cl
Frontier orbital gap in eV: 11.220
E_HOMO in eV: -10.94
Lowest unoccupied orbital energy in eV: 0.28

Geometry as ORCA input:
```
! wB97M-V def2-TZVPD RIJCOSX def2/J DEFGRID3
* xyz 0 1
C -1.9747 0.2029 0.5875
N 0.9189 -0.2158 -0.3800
O -0.5574 -2.0054 0.6617
O -1.1528 -1.0848 -1.5502
S -0.6642 -0.9072 -0.2223
Cl -3.4461 -0.6849 0.6757
Cl -2.0893 1.5026 -0.7708
H -1.8039 0.5599 1.5532
H 1.2307 0.5712 0.1843
H 1.0255 -0.0436 -1.3383
*
```

Löwdin atomic charge list, values in e, 2 entries: -1.06, -0.04

Which structure is the most stable? The one labeled two.